{"formula": "C16H33BN2O8PS", "method": "ωB97M-V/def2-TZVPD", "elements": ["C", "C", "N", "S", "P", "N", "B", "O", "O", "C", "C", "H", "H", "H", "H", "H", "H", "H", "H", "H", "H", "H", "H", "H", "H", "H", "O", "C", "O", "C", "C", "C", "H", "H", "H", "H", "H", "H", "O", "C", "O", "C", "C", "C", "H", "H", "H", "H", "H", "H", "O", "C", "O", "C", "C", "C", "H", "H", "H", "H", "H", "H"], "positions_angstrom": [[1.301173, -0.704295, -2.569630], [0.374323, -1.957714, -3.170200], [0.461968, -3.074402, -2.155529], [-1.023186, -3.319237, -1.273043], [-1.755848, -1.514453, -0.359476], [-0.433236, -0.757716, 0.269532], [-0.493502, -4.397460, 0.218757], [-1.366299, -5.496319, 0.677227], [0.805450, -4.005875, 0.847677], [0.418187, -3.353457, 2.129241], [1.513795, -2.230378, 2.649949], [2.027164, -1.216119, -1.785187], [1.923658, -0.243479, -3.447276], [0.603026, 0.084240, -2.049304], [-0.716823, -1.606211, -3.426456], [0.877673, -2.245299, -4.212727], [0.840303, -3.964929, -2.560576], [-2.478182, -0.642346, -1.292568], [-2.606553, -1.861690, 0.767613], [0.394765, -1.371015, 0.008429], [-1.214613, -5.643752, 1.670982], [-0.645716, -2.873874, 1.998195], [0.353347, -4.175479, 2.964294], [1.142513, -1.135755, 2.369132], [1.569423, -2.301339, 3.828028], [2.591524, -2.370154, 2.195174], [-1.163818, -3.116198, 5.038225], [-1.422531, -1.939228, 4.848513], [-0.496573, -0.935907, 4.860218], [-1.162251, 0.317424, 4.712531], [-2.483525, -0.007675, 4.066414], [-2.792349, -1.376967, 4.616933], [-1.283626, 0.767398, 5.703468], [-0.557788, 0.985087, 4.091668], [-3.259277, 0.733488, 4.276262], [-2.359360, -0.068825, 2.978362], [-3.322140, -1.321611, 5.571958], [-3.350504, -1.981686, 3.898470], [0.565382, 1.350461, -4.491500], [1.299826, 1.397830, -5.464396], [1.721133, 0.304195, -6.164861], [2.650499, 0.718271, -7.165161], [2.362518, 2.178726, -7.395504], [1.905830, 2.643759, -6.035877], [3.665458, 0.548724, -6.790622], [2.503920, 0.125420, -8.072719], [3.223298, 2.731697, -7.780768], [1.541717, 2.286026, -8.115079], [2.746134, 2.952939, -5.408094], [1.165035, 3.442925, -6.113155], [-2.060625, 3.763899, 4.595183], [-1.326181, 3.811269, 3.622287], [-0.904875, 2.717633, 2.921821], [0.024492, 3.131710, 1.921522], [-0.263490, 4.592164, 1.691179], [-0.720178, 5.057198, 3.050806], [1.039450, 2.962162, 2.296060], [-0.122087, 2.538858, 1.013964], [0.597290, 5.145136, 1.305915], [-1.084290, 4.699465, 0.971604], [0.120126, 5.366377, 3.678588], [-1.460972, 5.856363, 2.973528]], "forces_ev_per_a": [[-0.2, -0.8, 0.0], [1.2, 2.1, -1.2], [-0.4, 0.6, -0.2], [-0.6, -2.6, -2.2], [4.1, 4.0, 2.8], [-1.5, -2.4, -1.9], [1.9, -2.1, 4.2], [2.4, 3.8, 0.0], [-4.1, -0.4, -1.4], [0.3, 0.3, 2.0], [-0.4, 0.5, -0.1], [-1.5, 1.2, -1.6], [-1.4, -0.9, 2.0], [1.7, -1.5, -1.1], [2.0, -0.8, 0.6], [-1.3, 0.1, 2.5], [-1.1, 0.8, 0.7], [0.0, -1.4, 0.4], [-0.2, -0.5, -1.4], [-1.0, 1.2, 0.6], [0.0, 0.1, -2.0], [1.9, -0.6, 0.5], [0.0, 1.5, -1.7], [0.8, -2.4, 0.6], [-0.2, 0.1, -2.5], [-2.3, -0.1, 0.8], [0.2, 1.6, -0.5], [0.6, -1.5, 0.7], [-0.3, -1.3, 0.0], [0.3, 1.0, 0.0], [-0.6, 0.6, -0.4], [-0.3, 0.2, -0.4], [0.0, 0.0, -0.1], [-0.1, -0.4, 0.4], [0.2, 0.0, 0.0], [0.1, 0.1, 0.1], [0.0, -0.2, -0.1], [0.0, -0.2, 0.4], [0.8, -0.4, -1.6], [-1.0, 0.1, 1.5], [-0.7, 0.3, 0.8], [0.6, -0.3, -0.7], [0.2, 0.6, -0.7], [-0.1, 0.3, -0.4], [-0.1, 0.0, 0.0], [0.0, -0.1, 0.3], [-0.1, -0.2, 0.0], [0.2, 0.0, 0.1], [-0.2, 0.0, 0.1], [0.2, -0.1, 0.4], [1.1, -0.6, -1.7], [-1.2, 0.2, 2.0], [-0.6, 0.4, 0.4], [0.5, -0.3, -0.7], [0.2, 0.6, -0.7], [-0.1, 0.3, -0.4], [-0.1, 0.0, 0.0], [0.0, -0.1, 0.3], [-0.1, -0.2, 0.0], [0.2, 0.0, 0.1], [-0.2, 0.0, 0.1], [0.2, -0.1, 0.4]], "homo_lumo_gap_ev": 7.51, "multiplicity": 1, "lumo_energy_ev": -4.73, "total_charge": 1, "homo_energy_ev": -12.24}